(1)
{
  "formula": "C25H33N5O2",
  "method": "wB97M-V/def2-TZVPD",
  "smiles": "CCCCN(CC)CCCNC(=O)Cn1nc(Cc2ccncc2)c2ccccc2c1=O",
  "charge": 0,
  "gap_ev": 8.031,
  "elements": ["C", "C", "C", "C", "N", "C", "C", "C", "C", "C", "N", "C", "O", "C", "N", "N", "C", "C", "C", "C", "C", "N", "C", "C", "C", "C", "C", "C", "C", "C", "C", "O", "H", "H", "H", "H", "H", "H", "H", "H", "H", "H", "H", "H", "H", "H", "H", "H", "H", "H", "H", "H", "H", "H", "H", "H", "H", "H", "H", "H", "H", "H", "H", "H", "H"],
  "positions_angstrom": [[5.560063, 3.982076, 1.142900], [5.489832, 2.515038, 0.737039], [4.056577, 2.075842, 0.448580], [3.987040, 0.596495, 0.065190], [2.660281, 0.211966, -0.364768], [1.641053, 0.213285, 0.668423], [0.648726, 1.359528, 0.458026], [2.614148, -0.868259, -1.320895], [3.361015, -2.174408, -0.970383], [2.871856, -2.896187, 0.281553], [1.475002, -3.255664, 0.173434], [0.641572, -3.226413, 1.222774], [0.978672, -3.011183, 2.367132], [-0.830261, -3.473169, 0.831764], [-1.382315, -2.292923, 0.191476], [-2.092365, -1.502605, 0.991809], [-2.592222, -0.393608, 0.564516], [-3.381171, 0.404309, 1.561476], [-4.836476, 0.477355, 1.185025], [-5.542803, 1.673319, 1.229010], [-6.881704, 1.672010, 0.870417], [-7.531300, 0.589322, 0.482126], [-6.862595, -0.550602, 0.445297], [-5.524669, -0.662936, 0.784749], [-2.422376, 0.041873, -0.796503], [-2.936033, 1.237375, -1.314675], [-2.713302, 1.574239, -2.629704], [-1.974219, 0.737417, -3.465438], [-1.461446, -0.441843, -2.978230], [-1.681804, -0.800692, -1.646520], [-1.116460, -2.043498, -1.133836], [-0.443606, -2.826954, -1.796626], [6.587945, 4.276516, 1.341550], [4.973189, 4.157661, 2.041900], [5.168231, 4.615541, 0.350056], [5.901675, 1.897018, 1.538500], [6.104025, 2.354893, -0.152138], [3.647482, 2.667562, -0.372133], [3.444287, 2.256923, 1.333114], [4.344802, -0.009750, 0.916746], [4.666729, 0.428565, -0.774443], [2.098298, 0.305275, 1.659558], [1.080711, -0.724594, 0.659621], [1.149773, 2.320248, 0.525816], [-0.134405, 1.315266, 1.211967], [0.195223, 1.281757, -0.527645], [1.564902, -1.092098, -1.520742], [3.048783, -0.495899, -2.257160], [4.423228, -1.961188, -0.842575], [3.256975, -2.846205, -1.825878], [2.984559, -2.274578, 1.173748], [3.472180, -3.803706, 0.428464], [1.092280, -3.398202, -0.755904], [-1.407416, -3.654223, 1.738248], [-0.901768, -4.315662, 0.140245], [-2.965216, 1.410773, 1.646377], [-3.282690, -0.093395, 2.529266], [-5.061328, 2.589289, 1.539551], [-7.463819, 2.584131, 0.891736], [-7.430635, -1.414803, 0.126749], [-5.022800, -1.617605, 0.743127], [-3.510309, 1.893687, -0.680723], [-3.113446, 2.498236, -3.020042], [-1.805721, 1.018880, -4.493706], [-0.884417, -1.110810, -3.598378]],
  "forces_ev_per_a": [[0.1214, -0.2305, -0.0478], [-0.2743, 0.1549, 0.0798], [0.4273, -0.3293, -0.0475], [-0.1868, 0.3313, 0.0189], [0.1631, -0.1294, 0.0701], [-0.3038, 0.3380, -0.0844], [0.1335, -0.2489, 0.1542], [0.2171, -0.2261, -0.1426], [-0.3468, 0.2170, 0.1682], [0.2631, -0.0025, 0.0988], [0.3976, 0.0111, -0.4590], [-0.5703, -0.3364, -0.2354], [0.0456, 0.1068, 0.3911], [0.3163, -0.2683, 0.2407], [0.1681, -0.0643, -0.7121], [-0.5425, 0.6205, 0.8056], [0.1820, -0.2557, 0.2279], [0.0280, -0.0770, -0.0058], [-0.2522, 0.0930, 0.0191], [-0.0018, -0.1881, 0.0001], [0.1498, 0.2391, 0.0836], [-0.5345, 0.0478, -0.1373], [0.1942, -0.2567, 0.0105], [-0.0005, 0.1701, 0.0461], [0.3421, -0.3092, -0.5743], [0.0252, -0.0382, 0.1015], [-0.0187, 0.0472, 0.0585], [0.0447, -0.0749, -0.0027], [0.0456, -0.0947, 0.0423], [-0.2680, 0.4157, 0.0882], [-0.0402, -0.1413, 0.1257], [-0.0474, -0.0327, -0.2573], [0.0678, 0.1230, 0.0398], [-0.0566, 0.0728, 0.0951], [-0.0395, 0.1182, -0.0553], [0.0758, -0.0587, -0.0267], [0.0492, -0.0789, -0.0046], [-0.0878, 0.0343, -0.0165], [-0.1115, 0.0613, 0.0472], [0.0605, -0.0150, -0.0699], [0.0652, -0.0358, 0.0253], [-0.0009, -0.1071, 0.0080], [0.1099, -0.0480, 0.0575], [0.0504, 0.1414, -0.0020], [-0.1868, 0.0655, 0.1181], [-0.0579, 0.0084, -0.1161], [-0.0147, -0.0001, -0.0969], [-0.0995, -0.0979, -0.0302], [0.0564, -0.0621, -0.0602], [0.1079, -0.0349, -0.0953], [0.0338, -0.0634, -0.0620], [-0.0018, 0.1649, 0.0877], [-0.1401, 0.0328, 0.2365], [0.1082, 0.0347, -0.1653], [-0.0376, 0.0792, 0.0685], [-0.0095, 0.0083, 0.0456], [0.0735, 0.0864, -0.0546], [0.0528, 0.0952, 0.0211], [0.0257, 0.1259, 0.0307], [0.0325, -0.1280, -0.0159], [0.0329, -0.1246, -0.0321], [-0.0636, 0.0706, 0.0508], [-0.0369, 0.0746, -0.0124], [0.0177, 0.0109, -0.0852], [0.0475, -0.0424, -0.0557]],
  "lowdin_charge": [-0.12, -0.28, -0.21, -0.22, -0.18, -0.23, -0.06, -0.19, -0.15, -0.17, 0.07, -0.50, 0.07, -0.02, -0.04, 0.18, -0.24, -0.08, -0.23, -0.03, -0.15, 0.05, -0.14, -0.01, -0.10, 0.00, -0.05, -0.05, 0.00, -0.07, -0.37, 0.04, 0.07, 0.07, 0.07, 0.11, 0.11, 0.12, 0.11, 0.13, 0.12, 0.12, 0.09, 0.06, 0.07, 0.07, 0.10, 0.12, 0.10, 0.11, 0.11, 0.12, 0.11, 0.13, 0.13, 0.12, 0.13, 0.11, 0.10, 0.11, 0.11, 0.11, 0.11, 0.11, 0.12]
}


(2)
{
  "formula": "C25H33O2V",
  "method": "wB97M-V/def2-TZVPD",
  "charge": -1,
  "gap_ev": [4.203, 4.533],
  "spin_multiplicity": 4,
  "elements": ["O", "C", "C", "H", "H", "C", "H", "H", "C", "H", "H", "H", "C", "H", "H", "H", "V", "C", "C", "C", "H", "C", "C", "H", "H", "H", "H", "C", "C", "C", "H", "C", "C", "H", "H", "H", "H", "O", "C", "C", "H", "H", "C", "H", "H", "C", "H", "H", "H", "H", "C", "C", "C", "C", "C", "C", "H", "H", "H", "H", "H"],
  "positions_angstrom": [[1.031075, -1.740977, -0.300327], [0.282977, -2.880755, 0.353700], [0.477316, -3.824151, -0.799353], [-0.769671, -2.618871, 0.550394], [0.796715, -3.206189, 1.261946], [1.393674, -2.736139, -1.360833], [-0.410377, -3.987349, -1.420136], [0.972473, -4.760372, -0.530027], [0.995887, -2.271200, -2.724915], [-0.087166, -2.124111, -2.785297], [1.297620, -3.023915, -3.459811], [1.535353, -1.364665, -2.987984], [2.839869, -3.145474, -1.232375], [3.025646, -3.592103, -0.251067], [3.499741, -2.289396, -1.370769], [3.073866, -3.895334, -2.000503], [1.219689, 0.382791, 0.388789], [2.056531, 1.240391, 2.268861], [0.673947, 1.067424, 2.594141], [0.380027, -0.316799, 2.611263], [-0.014700, 1.834884, 2.948153], [1.589754, -1.028527, 2.317415], [2.630911, -0.069735, 2.076950], [3.676529, -0.294971, 1.858140], [2.592164, 2.182499, 2.270835], [-0.572246, -0.732675, 2.930477], [1.726186, -2.092096, 2.462978], [1.987351, 2.299001, -0.356109], [3.045574, 1.337423, -0.494767], [2.631584, 0.379501, -1.473017], [4.022037, 1.378302, -0.018677], [1.327505, 0.770735, -1.941223], [0.938105, 1.952327, -1.246807], [0.056413, 2.538949, -1.492676], [2.012378, 3.201772, 0.246087], [3.260532, -0.394607, -1.897487], [0.761429, 0.361433, -2.772596], [-2.893914, -1.388995, -2.041482], [-2.178407, -0.290845, -1.431119], [-2.265821, -0.427183, 0.095168], [-2.624179, 0.668969, -1.769042], [-1.138610, -0.324006, -1.820050], [-3.528141, -1.285526, 0.321700], [-2.289417, 0.535870, 0.613305], [-1.370849, -0.958156, 0.444504], [-3.911547, -1.800685, -1.082326], [-4.334233, -0.652879, 0.713176], [-3.364761, -2.103204, 1.036143], [-4.876262, -1.329073, -1.358726], [-4.044882, -2.899436, -1.150986], [-2.296465, 4.783600, 1.633055], [-0.947393, 4.788019, 2.003761], [-0.077668, 3.771180, 1.523628], [-0.605714, 2.793811, 0.730447], [-1.874121, 2.845340, 0.204875], [-2.772171, 3.817526, 0.741026], [-2.964301, 5.540649, 2.051545], [-0.527522, 5.565728, 2.645735], [0.965205, 3.792259, 1.834818], [-2.211442, 2.197982, -0.605031], [-3.824076, 3.822033, 0.442506]],
  "forces_ev_per_a": [[-1.2494, -3.5857, -0.1804], [-0.3871, 0.8843, 0.4892], [0.0183, 0.1457, -0.2790], [0.6420, -0.0290, 0.1638], [-0.2586, 0.2344, -0.1650], [0.1983, -0.1058, -0.1432], [0.1618, -0.0656, 0.2261], [-0.1295, 0.0599, -0.2230], [0.3375, 0.0638, -0.5151], [0.1903, 0.1332, -0.0340], [-0.1711, -0.1523, 0.0474], [-0.1707, -0.0661, -0.0562], [0.3451, 0.0897, -0.1787], [0.0291, 0.1398, -0.0541], [0.0345, -0.1167, 0.0893], [-0.0480, 0.0948, 0.1436], [0.4169, 1.4980, 0.5208], [-0.4528, -0.9093, 1.0356], [0.5128, -0.1685, 0.7682], [0.8218, -0.1682, 0.0703], [0.3666, -0.3108, -0.5209], [0.1415, 0.7834, 0.7717], [-0.7570, -0.1378, 0.7937], [-0.4473, 0.0748, 0.0591], [-0.1319, -0.2211, -0.1690], [0.2011, -0.0424, -0.2058], [0.0939, 0.1549, -0.3224], [0.8640, 0.2316, -0.9828], [-0.5962, 0.3826, -1.3125], [-0.2181, 0.8321, -0.1403], [-0.3669, -0.1442, 0.0668], [0.3527, 0.6774, 0.0391], [0.7414, -0.2313, -1.1675], [0.3593, -0.3275, 0.2769], [-0.0160, -0.4780, -0.0746], [-0.2040, 0.0252, 0.2483], [0.1592, 0.0024, 0.3423], [-0.3632, -0.2401, 1.5619], [0.2219, 0.5088, -0.5966], [0.3114, -0.6147, -0.2408], [0.0899, -0.4808, 0.1083], [-0.6319, 0.0514, 0.3956], [0.0383, 0.1287, -0.1446], [0.0187, -0.2803, -0.2061], [-0.3501, 0.3850, -0.0234], [-0.2586, 0.1772, -0.5843], [0.1087, -0.2364, -0.0222], [0.0282, 0.1887, -0.1682], [0.3476, -0.2570, -0.1182], [0.2353, 0.5591, 0.0102], [0.0971, -0.0125, 0.2771], [0.8979, -0.3639, -0.4671], [-2.1388, 1.7884, 0.8534], [0.9600, -2.0659, -1.1212], [-1.2593, 2.2081, 1.4768], [0.3896, -0.5213, -0.7021], [0.0856, -0.2188, -0.1655], [-0.3019, 0.0804, -0.0348], [0.0538, -0.1439, 0.2618], [-0.0483, 0.0112, 0.1648], [0.0846, 0.1012, 0.0579]],
  "lowdin_charge": [-0.18, -0.13, -0.08, 0.11, 0.10, -0.54, 0.12, 0.11, -0.02, 0.09, 0.09, 0.05, -0.01, 0.09, 0.07, 0.09, 0.66, -0.20, -0.18, -0.16, 0.10, -0.20, -0.19, 0.10, 0.10, 0.10, 0.08, -0.21, -0.17, -0.17, 0.11, -0.19, -0.18, 0.10, 0.09, 0.08, 0.08, -0.16, -0.18, -0.16, 0.11, 0.09, -0.15, 0.09, 0.05, -0.19, 0.10, 0.10, 0.11, 0.11, -0.16, -0.12, -0.18, -0.19, -0.17, -0.12, 0.07, 0.07, 0.06, 0.05, 0.07]
}


ΔE to the lowest compared entry with this formula, charge and spin (computed, kcal/mol): 4.9, 28.0